# 1
214
Properties=species:S:1:pos:R:3 method="wB97M-V/def2-TZVPD" gap_ev=10.4 charge=0 spin_multiplicity=1 homo_energy_ev=-10.05
O 4.362 0.587 6.733
C 3.204 0.782 6.709
O 2.570 1.220 5.581
C 1.224 1.631 5.948
C 0.861 0.932 7.254
C 2.298 0.757 7.872
H 0.478 1.488 5.099
H 1.284 2.805 6.080
H 0.357 -0.033 7.055
H 0.178 1.481 7.849
H 2.384 -0.227 8.316
H 2.671 1.515 8.475
O -6.541 2.151 3.322
C -5.737 1.541 3.945
O -5.300 1.955 5.213
C -4.262 1.088 5.665
C -3.925 0.060 4.530
C -5.050 0.201 3.532
H -4.556 0.614 6.630
H -3.418 1.756 5.740
H -3.897 -0.906 4.929
H -2.980 0.295 4.092
H -5.872 -0.516 3.530
H -4.748 0.401 2.494
O 3.822 -7.633 -4.792
C 3.006 -6.767 -4.716
O 3.346 -5.529 -5.097
C 2.353 -4.560 -4.629
C 1.081 -5.419 -4.368
C 1.675 -6.787 -4.065
H 2.244 -3.780 -5.424
H 2.751 -4.218 -3.639
H 0.582 -5.385 -5.351
H 0.534 -4.887 -3.571
H 1.139 -7.631 -4.532
H 1.866 -7.008 -2.979
O -3.036 -4.018 4.934
C -1.865 -4.231 4.830
O -0.968 -3.523 5.585
C 0.365 -3.833 5.230
C 0.288 -4.748 3.988
C -1.109 -5.196 3.916
H 0.890 -4.375 6.016
H 0.897 -2.943 4.920
H 1.062 -5.488 4.078
H 0.536 -4.166 3.092
H -1.292 -6.139 4.383
H -1.591 -5.308 2.951
O 1.139 -7.013 1.168
C 2.146 -7.628 0.999
O 3.254 -7.319 1.762
C 4.291 -8.224 1.430
C 3.631 -9.449 0.858
C 2.417 -8.824 0.133
H 4.830 -8.479 2.348
H 4.964 -7.698 0.666
H 3.336 -10.158 1.608
H 4.440 -9.977 0.265
H 1.505 -9.409 -0.060
H 2.801 -8.469 -0.806
Br -4.145 -1.792 -2.290
C -2.906 -3.207 -1.792
C -2.035 -2.760 -0.626
Br -0.372 -3.856 -0.477
H -2.261 -3.351 -2.671
H -3.402 -4.175 -1.614
H -2.578 -2.835 0.340
H -1.635 -1.781 -0.740
Br 5.064 -0.345 2.737
C 5.152 1.532 2.235
C 4.171 2.300 3.065
Br 4.103 4.181 2.342
H 4.859 1.490 1.182
H 6.209 1.843 2.314
H 4.407 2.348 4.129
H 3.103 1.996 2.910
Br -2.665 7.090 -0.782
C -2.460 8.506 0.552
C -3.748 8.450 1.353
Br -4.027 10.148 2.304
H -2.346 9.427 0.100
H -1.561 8.396 1.157
H -3.767 7.571 2.092
H -4.586 8.523 0.708
C 6.894 -6.381 -3.763
C 6.015 -6.697 -2.578
O 6.101 -5.688 -1.532
P 4.824 -4.991 -0.951
O 3.593 -5.793 -0.963
O 5.444 -4.562 0.448
C 4.642 -4.206 1.554
C 5.288 -4.560 2.835
O 4.553 -3.675 -1.803
C 5.678 -2.865 -2.146
C 5.200 -1.808 -3.061
H 6.271 -5.923 -4.554
H 7.839 -5.823 -3.596
H 7.186 -7.261 -4.264
H 4.949 -6.892 -2.874
H 6.381 -7.643 -2.123
H 4.465 -3.182 1.473
H 3.673 -4.717 1.579
H 6.143 -3.842 2.732
H 4.552 -4.351 3.571
H 5.763 -5.513 2.862
H 6.118 -2.464 -1.232
H 6.465 -3.496 -2.562
H 4.356 -1.251 -2.561
H 5.981 -1.007 -3.139
H 4.812 -2.309 -3.992
C 1.873 4.436 -1.051
C 0.528 3.825 -1.377
O 0.127 2.767 -0.473
P 1.089 1.564 -0.250
O 2.304 1.702 0.574
O 0.039 0.464 0.287
C 0.170 -0.235 1.471
C -0.125 0.625 2.633
O 1.292 1.177 -1.779
C 2.100 -0.043 -2.037
C 1.265 -1.230 -1.812
H 1.963 4.690 0.023
H 2.733 3.755 -1.251
H 2.013 5.303 -1.698
H -0.255 4.535 -1.236
H 0.563 3.445 -2.368
H -0.491 -1.111 1.381
H 1.220 -0.589 1.485
H 0.728 1.266 2.842
H -0.989 1.257 2.392
H -0.277 0.074 3.525
H 2.337 0.120 -3.051
H 3.093 -0.153 -1.492
H 0.244 -1.149 -2.273
H 1.783 -2.077 -2.216
H 1.072 -1.433 -0.785
C 4.090 3.856 -4.122
C 3.542 2.404 -4.130
O 2.134 2.395 -4.547
P 1.697 1.079 -5.334
O 2.843 0.177 -5.647
O 0.884 1.608 -6.563
C 1.449 2.383 -7.611
C 0.514 2.273 -8.749
O 0.596 0.399 -4.553
C -0.713 0.918 -4.118
C -1.751 -0.200 -4.166
H 4.061 4.290 -5.154
H 3.493 4.540 -3.513
H 5.018 3.943 -3.657
H 4.072 1.804 -4.866
H 3.623 1.973 -3.132
H 1.527 3.405 -7.223
H 2.464 1.933 -7.854
H 0.600 1.340 -9.224
H -0.523 2.453 -8.475
H 0.746 3.029 -9.528
H -0.587 1.282 -3.093
H -0.948 1.738 -4.814
H -1.380 -1.041 -3.593
H -2.671 0.155 -3.704
H -1.984 -0.507 -5.192
C 0.302 5.693 2.722
C -0.534 4.583 2.037
O -1.896 4.872 1.983
P -2.989 4.328 2.922
O -3.121 2.891 2.992
O -2.538 5.001 4.352
C -2.887 4.156 5.517
C -3.044 5.128 6.673
O -4.284 5.095 2.420
C -4.948 4.317 1.401
C -6.294 4.885 1.040
H 0.358 6.557 2.072
H -0.040 5.880 3.717
H 1.309 5.282 2.766
H -0.186 4.347 1.057
H -0.453 3.640 2.616
H -3.756 3.581 5.292
H -2.038 3.517 5.811
H -2.890 4.685 7.675
H -2.142 5.755 6.615
H -3.846 5.860 6.668
H -4.239 4.383 0.570
H -5.015 3.302 1.817
H -6.988 4.739 1.856
H -6.127 5.951 0.752
H -6.566 4.287 0.192
C -7.157 0.561 -1.013
C -7.495 1.108 -2.334
O -6.865 2.370 -2.565
P -5.329 2.476 -2.770
O -4.732 1.224 -3.237
O -5.155 3.740 -3.735
C -5.463 3.366 -5.131
C -6.738 4.065 -5.487
O -4.784 3.032 -1.368
C -3.270 2.820 -1.165
C -3.067 1.572 -0.365
H -6.037 0.578 -1.029
H -7.526 1.334 -0.356
H -7.460 -0.436 -0.850
H -7.216 0.424 -3.110
H -8.579 1.321 -2.403
H -4.709 3.744 -5.746
H -5.479 2.268 -5.331
H -6.967 3.856 -6.548
H -7.588 3.585 -4.955
H -6.668 5.158 -5.264
H -2.789 2.836 -2.127
H -2.928 3.764 -0.637
H -3.597 1.492 0.557
H -3.399 0.725 -0.989
H -2.024 1.535 -0.093

# 2
220
Properties=species:S:1:pos:R:3 method="wB97M-V/def2-TZVPD" gap_ev=8.1 charge=0 spin_multiplicity=1 homo_energy_ev=-8.00 e_above_lowest_kcal_mol=101.3
C 4.831 -1.164 -1.594
C 6.035 -0.175 -1.557
C 6.547 -0.301 -0.083
C 7.965 0.198 0.158
C 8.918 -0.422 -0.814
C 8.433 -0.289 -2.288
N 7.062 -0.681 -2.472
O 6.632 -0.885 -3.764
C 8.564 1.224 -2.649
C 9.411 -1.150 -3.040
C 5.450 1.289 -1.781
H 4.179 -0.944 -0.748
H 5.145 -2.207 -1.550
H 4.381 -1.185 -2.587
H 5.894 0.287 0.562
H 6.379 -1.269 0.390
H 8.403 -0.132 1.101
H 7.938 1.286 0.098
H 9.071 -1.451 -0.489
H 9.857 0.129 -0.772
H 9.583 1.401 -2.991
H 8.112 1.486 -3.606
H 8.404 1.953 -1.855
H 9.046 -1.105 -4.066
H 10.355 -0.605 -3.057
H 9.583 -2.184 -2.742
H 6.057 1.966 -1.181
H 4.407 1.489 -1.533
H 5.606 1.519 -2.835
H 6.896 -1.800 -3.887
C -5.043 1.832 -1.482
C -5.499 1.366 -2.887
C -6.593 2.341 -3.371
C -5.900 3.684 -3.710
C -4.802 3.409 -4.822
C -3.648 2.398 -4.449
N -4.258 1.254 -3.780
O -3.309 0.359 -3.365
C -3.119 1.903 -5.795
C -2.523 3.012 -3.672
C -6.205 0.068 -2.842
H -4.384 1.165 -0.926
H -5.914 1.946 -0.837
H -4.517 2.786 -1.467
H -7.184 1.928 -4.188
H -7.235 2.615 -2.534
H -5.467 4.181 -2.843
H -6.713 4.298 -4.098
H -4.246 4.286 -5.153
H -5.422 3.065 -5.650
H -3.891 1.426 -6.399
H -2.775 2.705 -6.449
H -2.377 1.157 -5.512
H -2.755 3.294 -2.645
H -1.609 2.420 -3.709
H -2.304 3.959 -4.166
H -5.509 -0.717 -2.551
H -6.610 -0.259 -3.800
H -7.103 -0.039 -2.233
H -3.007 0.854 -2.599
C 0.844 8.101 3.012
C -0.191 7.194 2.338
C 0.652 6.198 1.511
C -0.177 5.024 1.012
C -0.863 4.374 2.237
C -1.851 5.291 2.955
N -1.115 6.549 3.310
O -1.769 7.471 4.124
C -3.047 5.531 2.037
C -2.322 4.621 4.287
C -0.898 8.164 1.404
H 0.330 8.865 3.595
H 1.503 8.680 2.364
H 1.425 7.477 3.691
H 1.010 6.662 0.592
H 1.442 5.786 2.140
H 0.406 4.234 0.539
H -0.921 5.234 0.244
H -0.021 4.128 2.883
H -1.459 3.552 1.841
H -3.518 6.465 2.343
H -2.854 5.516 0.964
H -3.800 4.749 2.132
H -2.695 3.616 4.089
H -1.616 4.514 5.111
H -3.174 5.098 4.772
H -1.558 8.794 2.000
H -1.607 7.536 0.865
H -0.246 8.745 0.752
H -2.532 7.794 3.637
C -2.062 -3.042 1.221
C -0.806 -2.162 1.285
C 0.219 -2.830 0.256
C 1.396 -2.006 -0.233
C 0.971 -0.554 -0.639
C 0.068 0.200 0.345
N -0.971 -0.723 0.881
O -1.743 -0.012 1.792
C 0.980 0.720 1.490
C -0.657 1.262 -0.455
C -0.092 -2.151 2.699
H -2.870 -2.753 1.892
H -1.781 -4.083 1.382
H -2.388 -3.091 0.182
H 0.514 -3.811 0.626
H -0.332 -3.092 -0.647
H 1.891 -2.462 -1.090
H 2.120 -1.983 0.582
H 0.449 -0.523 -1.596
H 1.876 0.017 -0.844
H 0.532 0.483 2.455
H 1.986 0.316 1.606
H 1.038 1.800 1.620
H -1.236 1.866 0.244
H -0.039 1.976 -1.000
H -1.372 0.811 -1.142
H -0.031 -3.221 2.897
H -0.644 -1.604 3.463
H 0.903 -1.711 2.643
H -1.089 0.221 2.456
C 3.322 -4.541 -3.199
C 4.341 -4.775 -4.362
O 3.720 -5.574 -5.457
O 2.189 -3.760 -3.489
H 3.798 -3.811 -2.544
H 3.039 -5.440 -2.651
H 5.208 -5.144 -3.815
H 4.622 -3.815 -4.796
H 3.432 -6.390 -5.042
H 1.660 -4.344 -4.037
C 1.319 3.457 -3.326
C 1.813 2.186 -4.104
O 2.432 1.322 -3.158
O 2.345 3.962 -2.494
H 0.379 3.197 -2.840
H 1.018 4.233 -4.030
H 2.558 2.562 -4.806
H 1.044 1.664 -4.672
H 2.454 0.412 -3.461
H 2.959 3.225 -2.450
C -5.849 -5.121 0.505
C -4.718 -5.622 1.337
O -4.840 -6.867 2.015
O -6.296 -6.008 -0.555
H -5.549 -4.174 0.056
H -6.749 -4.839 1.050
H -4.582 -4.906 2.147
H -3.811 -5.794 0.758
H -4.793 -6.721 2.963
H -6.335 -6.864 -0.121
C -5.340 -1.214 1.092
C -4.752 -0.321 2.215
O -5.632 -0.087 3.342
O -6.200 -0.501 0.284
H -5.905 -2.004 1.587
H -4.566 -1.704 0.502
H -4.391 0.641 1.852
H -3.839 -0.657 2.705
H -5.059 -0.127 4.111
H -5.760 -0.290 -0.543
C 2.585 -6.449 4.159
C 1.160 -6.046 4.033
O 0.881 -5.938 2.686
O 2.788 -7.814 3.906
H 2.836 -6.315 5.211
H 3.283 -5.870 3.555
H 0.900 -5.084 4.473
H 0.476 -6.746 4.514
H 0.331 -5.162 2.555
H 2.334 -8.285 4.608
C 2.094 2.747 4.461
C 1.243 2.047 5.548
O 0.667 0.844 5.200
O 3.263 2.050 4.081
H 2.465 3.689 4.863
H 1.514 2.903 3.551
H 0.548 2.800 5.918
H 1.951 1.918 6.367
H 1.360 0.203 5.027
H 3.176 1.158 4.424
C -3.542 -4.876 -2.860
C -4.809 -4.385 -3.560
O -5.312 -5.456 -4.412
O -2.539 -4.807 -3.825
H -3.699 -5.907 -2.542
H -3.412 -4.384 -1.896
H -4.731 -3.575 -4.285
H -5.580 -4.220 -2.807
H -6.137 -5.710 -3.992
H -2.627 -5.604 -4.351
C 4.369 -2.387 3.708
C 3.462 -1.702 4.740
O 2.863 -0.648 4.043
O 3.641 -2.849 2.509
H 4.959 -3.133 4.240
H 5.021 -1.583 3.367
H 3.934 -1.400 5.675
H 2.692 -2.448 4.940
H 2.570 -1.028 3.211
H 4.260 -3.354 1.976
C 0.791 -1.320 -5.466
C -0.522 -1.988 -4.914
O -0.345 -3.293 -4.588
O 1.826 -1.137 -4.554
H 0.537 -0.345 -5.883
H 1.084 -1.931 -6.320
H -1.271 -1.864 -5.696
H -0.856 -1.396 -4.061
H -1.020 -3.701 -4.040
H 1.875 -1.988 -4.115
C -2.440 0.850 7.026
C -2.868 0.022 5.722
O -4.192 -0.237 5.643
O -2.119 0.001 8.137
H -3.148 1.633 7.296
H -1.551 1.461 6.868
H -2.202 -0.828 5.573
H -2.682 0.747 4.929
H -4.538 -0.641 6.442
H -1.715 0.528 8.830

Number 1: DFT total energy -21612.5574 a.u.. Number 2: DFT total energy -4239.5241 a.u..